Record 1
Below is 14 unconnected molecules or ions with the total composition C44H126N10O14 at a distorted geometry, with properties calculated with ωB97M-V/def2-TZVPD.

## Properties
Energy relative to the best compared isomer or geometry (same formula, charge and spin)   0.987 eV
Kohn-Sham gap   8.89 eV
E_HOMO   -8.6 eV
E_LUMO   0.31 eV

Last column: Löwdin charge in e.
Cartesian coordinates (Å):
C: 0.500 -0.048 -9.401  -0.06
C: 0.398 -1.124 -8.294  -0.42
C: 1.131 -0.637 -6.976  -0.22
O: 2.506 -0.816 -7.164  -0.18
C: 3.226 -0.449 -5.963  -0.07
N: -1.008 -1.393 -8.113  0.03
H: -0.114 0.818 -9.151  0.07
H: 0.235 -0.487 -10.363  0.07
H: 1.530 0.302 -9.463  0.07
H: 0.959 -2.016 -8.575  0.13
H: 0.802 -1.330 -6.203  0.09
H: 0.836 0.384 -6.734  0.13
H: 3.458 0.615 -5.929  0.07
H: 4.085 -1.119 -5.988  0.10
H: 2.686 -0.733 -5.060  0.05
H: -1.183 -1.686 -7.162  0.06
H: -1.448 -0.484 -8.083  0.06
C: 6.092 2.765 -5.618  -0.06
C: 6.196 2.571 -4.107  -0.38
C: 4.838 2.524 -3.393  -0.14
O: 4.413 3.936 -3.347  -0.18
C: 3.311 4.202 -2.517  -0.12
N: 7.010 1.327 -3.932  0.03
H: 5.616 3.694 -5.931  0.08
H: 5.556 1.970 -6.137  0.07
H: 7.062 2.774 -6.114  0.07
H: 6.824 3.357 -3.690  0.14
H: 4.936 2.119 -2.386  0.09
H: 4.108 1.873 -3.874  0.12
H: 3.557 3.962 -1.482  0.07
H: 2.386 3.723 -2.838  0.09
H: 3.030 5.252 -2.596  0.09
H: 7.544 1.605 -3.121  0.08
H: 7.748 1.374 -4.619  0.08
C: -1.463 -0.332 0.163  0.00
C: -0.091 0.281 0.566  -0.42
C: 0.458 1.299 -0.469  -0.13
O: 0.791 0.711 -1.728  -0.21
C: 1.931 -0.081 -1.664  -0.10
N: -0.337 1.095 1.682  0.06
H: -1.738 -0.903 1.050  0.06
H: -1.367 -0.981 -0.708  0.07
H: -2.228 0.442 0.101  0.08
H: 0.586 -0.520 0.863  0.11
H: 1.375 1.852 -0.265  0.13
H: -0.368 1.981 -0.672  0.13
H: 2.118 -0.656 -2.571  0.08
H: 1.868 -0.908 -0.957  0.08
H: 2.867 0.388 -1.362  0.07
H: 0.568 1.495 1.883  0.05
H: -0.889 1.848 1.298  0.05
C: -4.416 4.343 -2.780  -0.08
C: -5.193 3.648 -1.713  -0.45
C: -6.746 3.857 -1.768  -0.18
O: -6.993 5.245 -1.606  -0.20
C: -8.339 5.753 -1.715  -0.08
N: -4.766 2.243 -1.790  0.04
H: -4.694 3.908 -3.740  0.08
H: -3.344 4.264 -2.599  0.08
H: -4.557 5.413 -2.932  0.07
H: -4.845 4.020 -0.749  0.12
H: -7.238 3.255 -1.005  0.12
H: -7.030 3.472 -2.748  0.12
H: -9.070 5.144 -1.183  0.08
H: -8.635 5.717 -2.764  0.08
H: -8.327 6.768 -1.316  0.09
H: -3.830 2.137 -1.423  0.05
H: -5.429 1.848 -1.139  0.06
C: -0.120 -7.174 -1.468  -0.06
C: 0.973 -6.121 -1.763  -0.43
C: 0.359 -4.859 -2.394  -0.17
O: 1.383 -3.940 -2.889  -0.20
C: 0.948 -2.895 -3.773  -0.08
N: 1.442 -5.794 -0.430  0.04
H: -0.462 -7.630 -2.397  0.08
H: -0.911 -6.803 -0.817  0.07
H: 0.443 -7.974 -0.988  0.07
H: 1.723 -6.510 -2.452  0.14
H: -0.265 -4.482 -1.583  0.10
H: -0.273 -5.180 -3.222  0.12
H: 0.261 -2.280 -3.191  0.08
H: 0.573 -3.377 -4.676  0.09
H: 1.797 -2.249 -3.997  0.06
H: 2.177 -5.102 -0.448  0.07
H: 1.693 -6.602 0.122  0.08
C: -3.769 -2.621 -2.037  -0.07
C: -4.280 -3.795 -1.295  -0.45
C: -4.347 -3.602 0.278  -0.15
O: -3.075 -3.278 0.848  -0.23
C: -2.078 -4.208 1.032  -0.11
N: -5.580 -4.126 -1.817  0.03
H: -3.678 -2.762 -3.114  0.09
H: -2.748 -2.443 -1.699  0.05
H: -4.372 -1.750 -1.780  0.09
H: -3.677 -4.697 -1.400  0.13
H: -4.766 -4.507 0.718  0.12
H: -4.988 -2.755 0.522  0.11
H: -1.404 -3.899 1.832  0.08
H: -1.547 -4.384 0.097  0.06
H: -2.520 -5.145 1.369  0.09
H: -6.338 -3.742 -1.270  0.07
H: -5.724 -3.790 -2.758  0.07
C: 0.545 6.060 7.672  -0.07
C: 1.565 4.942 7.453  -0.42
C: 1.637 4.373 5.985  -0.20
O: 0.355 3.839 5.744  -0.19
C: 0.256 2.859 4.690  -0.07
N: 2.859 5.445 7.778  0.02
H: 0.669 6.993 7.123  0.08
H: 0.496 6.359 8.719  0.08
H: -0.466 5.739 7.422  0.07
H: 1.273 4.146 8.139  0.13
H: 2.382 3.579 5.934  0.12
H: 1.934 5.142 5.271  0.11
H: 1.007 2.070 4.653  0.08
H: 0.288 3.485 3.799  0.08
H: -0.727 2.399 4.793  0.08
H: 2.837 6.454 7.828  0.06
H: 3.662 5.151 7.241  0.07
C: -4.927 -0.501 2.909  -0.04
C: -4.791 -1.431 4.167  -0.39
C: -4.228 -2.786 3.828  -0.20
O: -4.440 -3.752 4.872  -0.16
C: -3.794 -4.962 4.665  -0.12
N: -4.013 -0.732 5.214  0.04
H: -5.675 -0.944 2.251  0.06
H: -4.038 -0.494 2.278  0.06
H: -5.248 0.523 3.100  0.07
H: -5.770 -1.621 4.606  0.13
H: -3.216 -2.691 3.434  0.11
H: -4.783 -3.123 2.953  0.11
H: -4.204 -5.735 5.315  0.09
H: -2.714 -4.889 4.788  0.07
H: -3.903 -5.253 3.620  0.08
H: -3.094 -0.545 4.839  0.01
H: -3.775 -1.360 5.968  0.06
C: 3.805 -2.930 2.877  -0.05
C: 2.651 -3.885 2.507  -0.45
C: 1.860 -4.370 3.667  -0.18
O: 1.066 -5.468 3.210  -0.19
C: 0.424 -6.160 4.227  -0.11
N: 1.884 -3.208 1.476  0.06
H: 3.367 -2.173 3.529  0.07
H: 4.265 -2.340 2.085  0.07
H: 4.575 -3.474 3.422  0.08
H: 3.169 -4.683 1.975  0.13
H: 1.269 -3.585 4.138  0.12
H: 2.609 -4.750 4.362  0.13
H: -0.473 -5.617 4.526  0.07
H: 1.094 -6.451 5.036  0.09
H: 0.134 -7.077 3.713  0.09
H: 2.592 -2.962 0.799  0.06
H: 1.353 -3.977 1.093  0.03
C: 2.312 4.998 1.741  -0.05
C: 3.240 4.287 2.714  -0.43
C: 3.538 2.748 2.448  -0.18
O: 2.446 1.865 2.472  -0.21
C: 2.972 0.547 2.320  -0.10
N: 4.517 4.948 2.587  0.04
H: 2.114 5.962 2.209  0.08
H: 1.328 4.530 1.762  0.06
H: 2.714 5.085 0.732  0.07
H: 2.816 4.427 3.709  0.09
H: 4.334 2.460 3.134  0.12
H: 3.977 2.666 1.454  0.12
H: 3.171 0.456 1.253  0.08
H: 2.158 -0.163 2.467  0.07
H: 3.797 0.139 2.904  0.09
H: 5.060 4.638 3.380  0.07
H: 4.315 5.934 2.667  0.07
C: -1.754 0.091 -3.860  -0.16
O: -0.477 0.582 -4.132  -0.13
H: -2.292 -0.034 -4.800  0.08
H: -1.700 -0.890 -3.388  0.04
H: -2.269 0.710 -3.124  0.07
H: 0.021 0.576 -3.311  0.02
C: 5.753 -0.371 -1.159  -0.15
O: 5.684 -0.752 -2.548  -0.15
H: 5.303 -1.206 -0.622  0.07
H: 6.773 -0.318 -0.778  0.08
H: 5.107 0.494 -1.008  0.04
H: 5.942 -0.041 -3.138  -0.01
C: -2.978 2.945 2.450  -0.13
O: -2.364 3.409 1.254  -0.14
H: -4.065 3.008 2.387  0.08
H: -2.695 1.904 2.605  0.05
H: -2.549 3.485 3.294  0.08
H: -2.209 4.349 1.375  0.08
C: -0.494 -1.238 4.050  -0.12
O: -1.407 -0.130 4.223  -0.17
H: -0.906 -2.190 4.384  0.07
H: -0.217 -1.370 3.005  0.06
H: 0.361 -0.970 4.671  0.08
H: -1.281 0.415 3.442  0.01

***

Record 2
Below is a molecular structure, C44H24AuCl7GeN4, with properties calculated with ωB97M-V/def2-TZVPD.

## Properties
Kohn-Sham gap (spin up / spin down)   5.87 / 5.14 eV
⟨S²⟩   0.75
Net charge   +1
E_HOMO (spin up / spin down)   -10.4 / -10.4 eV
Spin multiplicity   2
E_LUMO (spin up / spin down)   -4.50 / -5.27 eV

Last column: Löwdin charge in e.
Cartesian coordinates (Å):
Au: -0.091 -0.097 -0.186  1.34
Cl: -8.557 3.730 1.461  0.70
C: -6.999 3.038 1.177  -0.66
C: -5.879 3.618 1.750  -0.08
C: -4.630 3.062 1.516  -0.02
C: -4.497 1.929 0.722  -0.22
C: -5.634 1.358 0.157  -0.02
C: -6.886 1.910 0.379  -0.08
C: -3.151 1.329 0.475  -0.07
C: -2.275 2.010 -0.352  -0.21
C: -2.602 3.212 -1.055  0.04
C: -1.527 3.558 -1.794  0.03
C: -0.506 2.583 -1.561  -0.21
C: 0.744 2.603 -2.152  -0.07
C: 1.107 3.766 -3.013  -0.21
C: 1.367 3.587 -4.368  -0.02
C: 1.704 4.663 -5.174  -0.08
C: 1.790 5.929 -4.615  -0.66
Cl: 2.218 7.274 -5.612  0.70
C: 1.541 6.128 -3.267  -0.08
C: 1.196 5.046 -2.473  -0.02
C: 1.678 1.597 -1.981  -0.21
N: 1.502 0.403 -1.314  -0.03
C: 2.700 -0.276 -1.378  -0.22
C: 2.988 -1.503 -0.812  -0.08
C: 4.343 -2.081 -1.040  -0.21
C: 4.746 -2.438 -2.323  -0.02
C: 6.001 -2.980 -2.548  -0.08
C: 6.861 -3.170 -1.479  -0.66
Cl: 8.424 -3.855 -1.751  0.70
C: 6.479 -2.824 -0.192  -0.08
C: 5.220 -2.285 0.021  -0.03
C: 2.101 -2.193 -0.007  -0.24
C: 2.412 -3.408 0.670  0.03
C: 1.337 -3.750 1.412  0.04
C: 0.330 -2.757 1.201  -0.21
N: 0.815 -1.822 0.315  -0.03
C: -0.908 -2.764 1.828  -0.07
C: -1.834 -1.753 1.680  -0.24
C: -3.123 -1.734 2.303  0.03
C: -3.740 -0.596 1.932  0.03
C: -2.853 0.114 1.061  -0.22
N: -1.694 -0.613 0.917  -0.04
C: -1.248 -3.914 2.716  -0.21
C: -1.461 -3.727 4.078  -0.03
C: -1.790 -4.794 4.899  -0.08
C: -1.912 -6.061 4.352  -0.66
Cl: -2.332 -7.394 5.368  0.70
C: -1.701 -6.271 2.999  -0.08
C: -1.367 -5.198 2.188  -0.02
C: 3.644 0.520 -2.099  0.03
C: 3.023 1.659 -2.469  0.03
N: -0.987 1.644 -0.671  -0.03
H: -5.986 4.494 2.376  0.11
H: -3.750 3.510 1.965  0.13
H: -5.539 0.477 -0.467  0.13
H: -7.770 1.474 -0.067  0.11
H: -3.553 3.715 -0.988  0.13
H: -1.424 4.398 -2.461  0.13
H: 1.294 2.596 -4.803  0.13
H: 1.893 4.526 -6.230  0.11
H: 1.623 7.121 -2.846  0.11
H: 1.008 5.196 -1.416  0.13
H: 4.067 -2.300 -3.158  0.13
H: 6.311 -3.260 -3.545  0.11
H: 7.163 -2.974 0.632  0.11
H: 4.922 -2.002 1.026  0.11
H: 3.344 -3.944 0.584  0.13
H: 1.236 -4.596 2.071  0.13
H: -3.512 -2.507 2.945  0.13
H: -4.716 -0.249 2.229  0.13
H: -1.348 -2.736 4.507  0.12
H: -1.945 -4.649 5.960  0.11
H: -1.802 -7.265 2.586  0.11
H: -1.211 -5.357 1.127  0.13
H: 4.671 0.250 -2.282  0.13
H: 3.443 2.494 -3.004  0.13
Cl: 2.950 0.182 2.488  0.14
Ge: 1.150 1.363 2.295  -0.22
Cl: 1.626 3.394 2.797  0.11
Cl: -0.234 0.636 3.784  0.13

***

Record 3
Below is 4 unconnected molecules or ions with the total composition C44H28FO9S at a distorted geometry, with properties calculated with ωB97M-V/def2-TZVPD.

## Properties
Energy relative to the best compared isomer or geometry (same formula, charge and spin)   0.000 eV
Kohn-Sham gap   5.11 eV
Net charge   -1
E_HOMO   -5.1 eV
E_LUMO   -0.02 eV

Last column: Löwdin charge in e.
Cartesian coordinates (Å):
O: -3.885 -0.050 -1.969  -0.39
S: -4.501 -0.899 -2.982  0.33
O: -5.458 -0.214 -3.828  -0.38
O: -5.024 -2.085 -2.363  -0.37
C: -3.168 -1.545 -4.013  -0.23
C: -2.245 -2.298 -3.060  -0.24
F: -0.974 -2.383 -3.667  -0.10
H: -3.561 -2.266 -4.726  0.09
H: -2.597 -0.747 -4.481  0.10
H: -2.609 -3.304 -2.861  0.11
H: -2.141 -1.761 -2.120  0.09
C: -9.970 -0.003 -5.157  -0.05
C: -9.087 0.745 -4.387  -0.04
C: -8.389 1.797 -4.958  0.02
C: -8.563 2.097 -6.302  -0.08
C: -9.435 1.328 -7.082  -0.09
C: -10.144 0.286 -6.500  -0.01
C: -9.602 1.599 -8.533  -0.28
O: -10.362 0.938 -9.214  0.09
C: -8.807 2.703 -9.143  -0.08
C: -8.906 2.938 -10.509  -0.01
C: -8.184 3.968 -11.088  -0.07
C: -7.366 4.774 -10.302  -0.07
C: -7.260 4.540 -8.942  -0.01
C: -7.973 3.499 -8.359  -0.08
C: -7.821 3.241 -6.896  -0.27
O: -7.107 3.949 -6.219  0.11
H: -10.520 -0.819 -4.707  0.11
H: -8.942 0.508 -3.342  0.12
H: -7.705 2.379 -4.356  0.13
H: -10.826 -0.300 -7.101  0.12
H: -9.545 2.312 -11.116  0.12
H: -8.258 4.146 -12.153  0.10
H: -6.807 5.583 -10.755  0.10
H: -6.622 5.161 -8.329  0.12
C: 4.588 -1.971 0.343  -0.06
C: 5.045 -1.994 1.657  -0.06
C: 4.168 -1.755 2.702  -0.01
C: 2.831 -1.480 2.437  -0.08
C: 2.380 -1.434 1.116  -0.08
C: 3.259 -1.691 0.073  0.00
C: 0.961 -1.094 0.808  -0.28
O: 0.558 -1.055 -0.331  0.13
C: 0.043 -0.792 1.940  -0.08
C: -1.268 -0.422 1.664  0.02
C: -2.139 -0.151 2.706  -0.04
C: -1.707 -0.258 4.025  -0.06
C: -0.400 -0.622 4.303  -0.01
C: 0.484 -0.883 3.262  -0.09
C: 1.894 -1.242 3.572  -0.28
O: 2.278 -1.335 4.722  0.08
H: 5.273 -2.167 -0.472  0.10
H: 6.087 -2.201 1.866  0.10
H: 4.527 -1.779 3.722  0.11
H: 2.901 -1.667 -0.948  0.12
H: -1.606 -0.343 0.638  0.13
H: -3.158 0.141 2.489  0.11
H: -2.392 -0.053 4.837  0.10
H: -0.062 -0.702 5.327  0.11
C: 11.886 -1.392 5.197  -0.06
C: 12.342 -1.420 6.511  -0.06
C: 11.467 -1.179 7.555  0.00
C: 10.132 -0.899 7.291  -0.08
C: 9.679 -0.849 5.972  -0.08
C: 10.559 -1.107 4.927  0.00
C: 8.262 -0.505 5.663  -0.28
O: 7.869 -0.467 4.516  0.10
C: 7.346 -0.201 6.796  -0.08
C: 6.035 0.177 6.530  0.00
C: 5.168 0.450 7.575  -0.05
C: 5.605 0.337 8.891  -0.06
C: 6.911 -0.034 9.163  0.00
C: 7.788 -0.295 8.119  -0.09
C: 9.198 -0.660 8.428  -0.28
O: 9.581 -0.756 9.575  0.10
H: 12.571 -1.589 4.382  0.11
H: 13.383 -1.631 6.718  0.11
H: 11.817 -1.205 8.578  0.12
H: 10.202 -1.080 3.907  0.12
H: 5.690 0.263 5.509  0.12
H: 4.150 0.748 7.365  0.11
H: 4.923 0.544 9.706  0.11
H: 7.252 -0.117 10.185  0.12

***

Record 4
Below is a molecular structure, C44H30ClN4O7P2PtSe at a distorted geometry, with properties calculated with ωB97M-V/def2-TZVPD.

## Properties
Energy relative to the best compared isomer or geometry (same formula, charge and spin)   1.194 eV
Kohn-Sham gap   5.83 eV
Net charge   +1
E_HOMO   -10.5 eV
E_LUMO   -4.72 eV

Last column: Löwdin charge in e.
Cartesian coordinates (Å):
Pt: -0.482 0.039 0.475  1.01
Se: -5.277 6.136 1.057  1.19
N: -4.377 5.191 2.242  -0.22
C: -3.779 4.217 1.609  -0.33
C: -2.916 3.238 2.246  -0.07
C: -2.674 3.198 3.622  0.04
C: -1.793 2.261 4.115  0.00
C: -1.139 1.412 3.227  -0.08
N: -1.370 1.450 1.927  0.01
C: -2.271 2.308 1.432  -0.15
C: -2.554 2.221 0.008  -0.14
N: -1.985 1.209 -0.672  0.01
C: -2.253 1.046 -1.960  -0.09
C: -3.083 1.915 -2.660  0.00
C: -3.666 2.965 -1.987  0.05
C: -3.415 3.119 -0.622  -0.07
C: -4.006 4.173 0.185  -0.33
N: -4.772 5.119 -0.288  -0.22
H: -3.186 3.898 4.269  0.13
H: -1.595 2.187 5.175  0.12
H: -0.412 0.685 3.569  0.12
H: -1.793 0.194 -2.437  0.10
H: -3.247 1.761 -3.716  0.11
H: -4.321 3.671 -2.480  0.13
O: -3.297 -5.757 1.584  0.22
C: -3.173 -4.654 1.156  -0.22
C: -2.758 -4.271 -0.272  -0.22
O: -2.764 -4.995 -1.217  0.22
C: -2.337 -2.812 -0.235  -0.24
C: -2.641 -2.242 1.152  -0.29
O: -2.515 -1.095 1.496  0.06
C: -3.343 -3.346 1.967  -0.22
O: -3.863 -3.237 3.032  0.21
O: -1.782 -2.210 -1.099  0.12
Cl: 1.932 -2.492 4.291  0.63
C: 0.352 -3.110 3.765  -0.45
C: -0.124 -2.424 2.487  -0.63
O: -0.793 -3.155 1.711  0.02
O: 0.179 -1.203 2.330  -0.14
H: -0.371 -2.907 4.553  0.09
H: 0.424 -4.178 3.594  0.09
C: 2.168 -0.913 -1.935  -0.46
P: 1.435 -1.146 -0.248  0.95
C: 1.441 -2.971 -0.264  -0.35
C: 2.046 -3.693 0.765  -0.10
C: 2.124 -5.075 0.692  -0.05
C: 1.599 -5.752 -0.398  -0.06
C: 0.962 -5.044 -1.407  -0.05
C: 0.877 -3.662 -1.336  -0.10
C: 2.824 -0.693 0.833  -0.37
C: 4.073 -1.291 0.670  -0.09
C: 5.135 -0.906 1.471  -0.06
C: 4.958 0.067 2.447  -0.06
C: 3.712 0.646 2.629  -0.07
C: 2.652 0.276 1.817  -0.12
P: 2.434 0.730 -2.780  1.06
C: 0.894 0.995 -3.733  -0.40
C: 0.702 2.285 -4.239  -0.11
C: -0.348 2.559 -5.100  -0.07
C: -1.203 1.538 -5.502  -0.10
C: -1.007 0.252 -5.028  -0.09
C: 0.042 -0.023 -4.155  -0.11
C: 2.272 1.937 -1.401  -0.41
C: 3.445 2.336 -0.766  -0.11
C: 3.409 3.275 0.255  -0.08
C: 2.201 3.835 0.644  -0.08
C: 1.029 3.451 0.009  -0.09
C: 1.058 2.501 -1.007  -0.14
H: 1.600 -1.529 -2.626  0.01
H: 3.157 -1.367 -1.854  0.04
H: 2.467 -3.175 1.617  0.08
H: 2.604 -5.628 1.489  0.11
H: 1.678 -6.829 -0.461  0.11
H: 0.522 -5.563 -2.249  0.12
H: 0.344 -3.133 -2.115  0.09
H: 4.222 -2.065 -0.074  0.11
H: 6.102 -1.373 1.338  0.11
H: 5.793 0.361 3.069  0.11
H: 3.573 1.389 3.404  0.11
H: 1.680 0.737 1.936  0.07
H: 1.387 3.075 -3.951  0.11
H: -0.486 3.563 -5.480  0.11
H: -2.007 1.750 -6.196  0.11
H: -1.662 -0.550 -5.348  0.11
H: 0.168 -1.041 -3.811  0.09
H: 4.397 1.926 -1.085  0.11
H: 4.330 3.583 0.735  0.11
H: 2.177 4.594 1.416  0.11
H: 0.092 3.931 0.270  0.10
H: 0.171 2.310 -1.593  0.07